No. 1
Molecular formula: C23H36Br21N2O
Method: DFT, ωB97M-V/def2-TZVPD

Geometry (Å):
C -0.190 1.203 -2.905
C -0.920 0.280 -2.710
C -1.571 -1.004 -2.476
C -0.861 -2.141 -3.227
C 0.618 -2.282 -2.905
C 0.969 -2.770 -1.494
C 0.077 -3.867 -0.920
C -0.694 -3.493 0.346
C 0.347 -2.987 1.335
C 0.876 -1.630 0.883
C -0.092 -0.515 1.298
C 0.433 0.905 1.117
C 1.786 1.181 1.805
C 2.992 0.978 0.878
N 4.051 1.972 1.127
C 4.922 1.584 2.155
C 6.374 1.846 1.918
O 4.506 1.035 3.154
N 1.102 -1.530 -0.617
H 0.408 2.042 -3.182
H -2.623 -0.976 -2.760
H -1.558 -1.173 -1.393
H -1.438 -3.052 -3.085
H -0.931 -1.913 -4.291
H 1.081 -2.946 -3.632
H 1.087 -1.306 -3.051
H 1.970 -3.187 -1.586
H -0.563 -4.318 -1.672
H 0.743 -4.666 -0.590
H -1.441 -2.733 0.147
H -1.127 -4.422 0.707
H 1.128 -3.738 1.450
H -0.122 -2.825 2.303
H 1.812 -1.411 1.393
H -1.041 -0.649 0.769
H -0.318 -0.697 2.348
H 0.553 1.112 0.047
H -0.314 1.622 1.453
H 1.809 2.225 2.099
H 1.868 0.522 2.668
H 3.421 -0.021 1.024
H 2.683 1.058 -0.166
H 4.626 2.065 0.295
H 6.712 1.089 1.209
H 6.927 1.753 2.846
H 6.575 2.821 1.476
H 0.492 -0.786 -0.971
H 2.044 -1.171 -0.771
C -0.392 5.150 0.149
Br -0.631 6.844 -0.718
Br -0.286 3.713 -1.127
Br 1.131 5.171 1.322
H -1.267 4.973 0.758
C -4.826 3.005 -2.102
Br -3.974 4.660 -2.574
Br -6.200 2.521 -3.356
Br -3.529 1.586 -1.894
H -5.298 3.151 -1.141
C -4.651 -4.004 2.150
Br -4.103 -4.153 3.979
Br -4.001 -2.376 1.345
Br -4.138 -5.546 1.123
H -5.730 -3.953 2.135
C -5.631 -7.125 7.041
Br -6.612 -6.849 5.411
Br -4.832 -8.868 7.097
Br -4.323 -5.744 7.347
H -6.342 -7.069 7.851
C 8.427 -2.050 1.020
Br 9.174 -1.390 2.656
Br 6.525 -1.717 0.944
Br 9.317 -1.333 -0.520
H 8.559 -3.122 1.007
C -7.740 2.840 -6.954
Br -8.530 1.809 -5.531
Br -8.426 2.313 -8.665
Br -7.944 4.724 -6.645
H -6.681 2.626 -6.949
C 2.382 9.435 0.302
Br 1.800 11.106 -0.446
Br 3.932 8.751 -0.607
Br 2.671 9.565 2.197
H 1.587 8.723 0.150

Summary:
Charge: +1
Orbital gap (eV): 8.894

No. 2
Molecular formula: C23H36F3GaGe2N5O3S
Method: DFT, ωB97M-V/def2-TZVPD

Geometry (Å):
Ga -0.572 -1.157 0.087
C 1.276 -3.792 -4.411
N 0.163 -3.422 -3.530
C -1.198 -3.830 -3.878
C 0.351 -2.727 -2.403
N -0.601 -2.357 -1.590
N 1.674 -2.419 -2.109
C 2.156 -1.739 -1.011
N 3.490 -1.698 -0.899
N 1.375 -1.172 -0.142
H 0.871 -4.280 -5.290
H 1.955 -4.500 -3.930
H 1.822 -2.911 -4.755
H -1.164 -4.416 -4.788
H -1.834 -2.962 -4.060
H -1.632 -4.453 -3.094
H -1.513 -2.654 -1.902
H 2.366 -2.791 -2.732
H 4.096 -2.221 -1.505
H 3.901 -1.298 -0.065
H 1.898 -0.768 0.627
C -4.174 0.367 -1.484
S -2.501 0.831 -1.877
C -2.578 2.569 -1.512
O -1.657 0.267 -0.725
H -4.453 0.751 -0.502
H -4.224 -0.721 -1.502
H -4.817 0.773 -2.268
H -3.016 2.725 -0.528
H -3.172 3.043 -2.297
H -1.558 2.945 -1.547
C 3.857 4.129 1.412
Ge 2.423 3.150 0.529
C 1.060 4.332 -0.188
C 3.094 1.954 -0.868
Ge 1.530 1.630 2.238
C 0.746 2.244 3.873
C 0.398 3.593 3.979
C -0.171 4.083 5.145
C -0.404 3.224 6.210
C -0.061 1.880 6.117
C 0.519 1.393 4.956
C 2.598 0.022 2.503
C 3.965 0.092 2.211
C 4.797 -1.004 2.415
C 4.266 -2.192 2.906
C 2.910 -2.278 3.201
C 2.085 -1.178 3.008
H 4.288 4.856 0.722
H 4.653 3.464 1.747
H 3.472 4.669 2.278
H 1.542 5.040 -0.864
H 0.556 4.884 0.604
H 0.310 3.765 -0.736
H 3.417 2.535 -1.734
H 2.301 1.274 -1.192
H 3.946 1.372 -0.515
H 0.557 4.267 3.143
H -0.435 5.130 5.222
H -0.851 3.603 7.121
H -0.236 1.217 6.954
H 0.807 0.348 4.912
H 4.397 1.013 1.833
H 5.858 -0.926 2.207
H 4.912 -3.045 3.073
H 2.499 -3.199 3.596
H 1.027 -1.266 3.235
F -3.487 1.048 1.554
C -2.385 0.864 2.311
F -2.260 -0.448 2.546
F -2.572 1.479 3.470
C -1.144 1.489 1.607
O -1.180 2.664 1.359
O -0.088 0.690 1.412

Summary:
Charge: +2
Orbital gap (spin up / spin down) (eV): 8.365 / 7.467
Expectation value of S²: 0.75
2S+1: 2

Relative energy (zero: lowest compared OMol25 entry of this formula, charge and spin)? In order: 0.0; 0.0 kcal per mole.